A gas-phase ion, C9H8IN2O (charge -1) in a non-equilibrium geometry. Source: the OMol25 dataset; level of theory: the ωB97M-V functional and the def2-TZVPD basis.

orbital gap (alpha / beta)	5.76 / 5.76	eV
electronic energy	-22588.270	eV
LUMO (alpha / beta)	0.100 / 0.100	hartree
charge	-1
structure (SMILES)	Cc1cccc(/C=N/[O-])c1/N=C\I
relative energy (zero: lowest compared OMol25 entry of this formula, charge and spin)	47.2	kcal/mol

Each line ends with the natural charge from an NBO analysis.
Atoms and positions in Å:
1 C 1.964 -1.396 0.881  -0.199
2 C 1.321 -1.828 -0.218  -0.252
3 C 1.523 -0.242 1.555  -0.301
4 C -0.593 -1.715 -1.810  -0.258
5 C 0.114 -1.219 -0.747  0.009
6 C 0.448 0.522 1.101  0.013
7 C -0.311 -0.019 -0.056  0.050
8 C -1.693 1.728 -0.826  0.198
9 C -0.022 1.755 1.789  -0.651
10 N -1.436 0.582 -0.471  -0.315
11 N -1.868 -1.400 -1.991  0.005
12 O -2.550 -1.874 -2.896  -0.538
13 I -0.476 3.595 -1.669  -0.316
14 H 2.734 -1.938 1.414  0.197
15 H 1.858 -2.551 -0.822  0.197
16 H 2.070 0.146 2.411  0.189
17 H -0.070 -2.409 -2.411  0.147
18 H -2.576 2.124 -0.961  0.157
19 H -0.230 1.426 2.762  0.216
20 H -0.982 2.168 1.383  0.221
21 H 0.776 2.544 1.580  0.232